No. 1
89
Properties=species:S:1:pos:R:3 method="wB97M-V/def2-TZVPD" charge=+1 e_lumo_ev=-5.416 e_above_lowest_kj_mol=0.0 orbital_gap_ev=2.678
C 5.9549 -2.3399 2.3874
C 4.7019 -1.5880 2.6713
C 4.7383 -0.1931 2.7702
C 3.5863 0.5488 2.9923
C 2.3220 -0.0832 3.2205
C 1.0882 0.6305 3.4729
C -0.1275 0.0565 3.0820
C -1.4329 0.5284 3.2051
C -2.6119 -0.2350 2.8968
C -3.8783 0.4122 2.7772
C -5.0477 -0.2998 2.5665
C -5.0284 -1.6963 2.4622
C -6.3242 -2.4424 2.3293
C -3.7945 -2.3578 2.5107
C -2.6118 -1.6547 2.7208
C 2.3215 -1.5080 3.1162
C 3.4680 -2.2327 2.8312
H 5.7698 -3.4178 2.3042
H 6.4215 -2.0028 1.4495
H 6.7003 -2.1740 3.1804
H 5.7021 0.3032 2.6463
H 3.6431 1.6303 2.9529
H 1.1212 1.6180 3.9248
H -0.0680 -0.8969 2.5399
H -1.5841 1.5554 3.5453
H -3.9041 1.5009 2.8558
H -5.9982 0.2258 2.4793
H -6.1631 -3.5253 2.2947
H -6.9950 -2.2325 3.1766
H -6.8677 -2.1469 1.4200
H -3.7744 -3.4420 2.3835
H -1.6662 -2.1974 2.7755
H 1.3811 -2.0394 3.2747
H 3.4158 -3.3192 2.7305
C 2.7294 3.6266 4.1724
O 1.4858 3.7131 4.9287
C 1.4627 4.2868 6.1426
C 2.6508 4.1678 6.9933
C 3.4264 5.3182 7.2036
C 4.5049 5.2712 8.0811
C 4.8368 4.0717 8.7113
C 4.1281 2.9048 8.4168
C 3.0592 2.9259 7.5217
C 0.4774 5.2370 6.4305
N 0.4597 6.0636 7.5216
C 1.0127 6.0132 8.8085
C 1.2744 7.2478 9.4109
C 1.9501 7.2848 10.6374
C 2.2697 6.0842 11.2839
C 1.8858 4.8558 10.7310
C 1.2015 4.8220 9.5155
N -0.3410 7.1578 7.3061
C -0.9325 6.9594 6.1540
C -2.0179 7.8137 5.6724
C -3.0345 7.3834 4.7877
C -4.0443 8.2686 4.4041
C -4.0666 9.5792 4.9024
C -3.0885 9.9966 5.8179
C -2.0864 9.1127 6.2175
N -0.4511 5.7984 5.5463
C -0.5257 5.5581 4.1542
C -0.8677 4.2919 3.7027
C -0.9505 4.0558 2.3236
C -0.6637 5.0934 1.4280
C -0.2963 6.3552 1.8974
C -0.2113 6.5866 3.2745
H 2.4050 3.3739 3.1628
H 3.2711 4.5826 4.1891
H 3.3612 2.8382 4.5975
H 3.1461 6.2327 6.6779
H 5.0637 6.1814 8.2848
H 5.6658 4.0348 9.4262
H 4.3931 1.9632 8.8980
H 2.4787 2.0352 7.2659
H 0.9579 8.1515 8.8906
H 2.1974 8.2591 11.0675
H 2.7829 6.1109 12.2491
H 2.1204 3.9302 11.2619
H 0.8311 3.8858 9.1011
H -3.0215 6.3596 4.4113
H -4.8174 7.9313 3.7099
H -4.8501 10.2676 4.5820
H -3.1050 11.0111 6.2213
H -1.3319 9.4031 6.9487
H -1.0655 3.5006 4.4275
H -1.2446 3.0675 1.9723
H -0.7253 4.9028 0.3537
H -0.0836 7.1669 1.2052
H 0.0941 7.5632 3.6624

=====

No. 2
102
Properties=species:S:1:pos:R:3 method="wB97M-V/def2-TZVPD" charge=+1 e_lumo_ev="-2.576 / -2.615" e_above_lowest_kj_mol=46.1 orbital_gap_ev="5.867 / 5.566"
Ti -0.0454 0.0771 -0.6944
C -6.5681 0.3788 0.2529
C -5.7180 0.9919 1.2995
N -5.9966 1.0440 2.5557
N -4.9244 1.6845 3.1104
C -3.9712 2.0446 2.2335
S -2.5174 2.7824 2.5312
N -4.5052 1.5986 1.0452
N -3.8738 1.7377 -0.1781
H -7.4271 -0.0875 0.7279
H -6.0136 -0.3784 -0.3049
H -6.9286 1.1268 -0.4563
H -4.8940 1.8689 4.0958
H -3.4795 0.8422 -0.4428
H -4.5415 2.0650 -0.8620
C -1.6981 -3.0169 3.1830
N -1.7173 -3.1793 1.7352
C -1.5636 -4.3935 1.1015
C -1.5492 -4.1644 -0.2184
N -1.6931 -2.7896 -0.4066
C -1.7830 -2.1751 0.8331
S -1.8889 -0.5412 1.2664
C -1.8147 -2.1771 -1.6842
C -1.9001 -2.9373 -2.8383
C -2.0830 -2.2538 -4.0408
C -2.2307 -0.8725 -4.0489
C -2.0977 -0.2040 -2.8369
N -1.8342 -0.8386 -1.6989
H -2.3465 -3.7684 3.6272
H -2.0624 -2.0243 3.4256
H -0.6765 -3.1312 3.5454
H -1.4825 -5.3144 1.6533
H -1.4585 -4.8575 -1.0327
H -1.8340 -4.0132 -2.8324
H -2.1318 -2.8220 -4.9611
H -2.4236 -0.3149 -4.9545
H -2.1885 0.8727 -2.7642
O 1.7567 -1.1432 -0.9228
S 2.1501 -0.6454 -2.2688
O 3.3339 0.1525 -2.3794
N 0.8001 0.0623 -2.6918
C 0.7459 1.3221 -3.3195
C 1.1975 1.5736 -4.5892
C 1.0957 2.8611 -5.1524
C 0.5383 3.8910 -4.4519
C 0.0557 3.6734 -3.1407
C -0.4870 4.7072 -2.3374
C -0.8820 4.4352 -1.0630
C -0.7612 3.1179 -0.5703
N -0.3005 2.1283 -1.3052
C 0.1475 2.3873 -2.5806
C 2.3997 -2.0976 -3.2488
C 1.8294 -3.3039 -2.8744
C 2.0081 -4.4169 -3.6817
C 2.7459 -4.3143 -4.8534
C 3.3161 -3.1012 -5.2169
C 3.1483 -1.9852 -4.4120
H 1.6471 0.7706 -5.1605
H 1.4722 3.0248 -6.1539
H 0.4678 4.8832 -4.8802
H -0.5603 5.7075 -2.7476
H -1.2834 5.1962 -0.4082
H -1.0778 2.8898 0.4420
H 1.2791 -3.3722 -1.9439
H 1.5883 -5.3718 -3.3905
H 2.8913 -5.1859 -5.4784
H 3.9070 -3.0279 -6.1204
H 3.6160 -1.0418 -4.6663
C -0.5241 2.4851 5.6675
C -0.5980 1.1159 5.4608
C -0.0450 0.5524 4.3212
C 0.5933 1.3537 3.3815
C 0.6578 2.7282 3.5886
C 0.1012 3.2915 4.7279
As 1.3319 0.5871 1.7571
C 2.9164 1.6800 1.5226
C 3.1724 2.1292 0.2331
C 4.2762 2.9294 -0.0331
C 5.1226 3.2997 0.9983
C 4.8594 2.8742 2.2961
C 3.7612 2.0715 2.5582
C 1.9574 -1.1212 2.4589
C 1.5228 -2.2911 1.8484
C 1.8838 -3.5342 2.3522
C 2.6873 -3.6190 3.4784
C 3.1277 -2.4554 4.0958
C 2.7596 -1.2157 3.5919
H -0.9551 2.9252 6.5578
H -1.0858 0.4830 6.1924
H -0.0974 -0.5201 4.1763
H 1.1514 3.3682 2.8674
H 0.1589 4.3621 4.8785
H 2.5237 1.8471 -0.5833
H 4.4694 3.2542 -1.0481
H 5.9843 3.9244 0.7993
H 5.5101 3.1737 3.1081
H 3.5592 1.7893 3.5831
H 0.9224 -2.2447 0.9539
H 1.5485 -4.4364 1.8531
H 2.9757 -4.5862 3.8704
H 3.7555 -2.5111 4.9761
H 3.0917 -0.3266 4.1111

=====

No. 3
113
Properties=species:S:1:pos:R:3 method="wB97M-V/def2-TZVPD" charge=-2 e_lumo_ev=3.124 e_above_lowest_kj_mol=26.0 orbital_gap_ev=4.127
La -0.0922 0.0077 -0.4814
C 1.6447 7.3311 0.7765
C 1.6812 5.8301 0.8020
C 2.1070 5.1087 1.9292
C 2.1182 3.7136 1.8879
C 1.5922 2.9606 0.8088
N 1.3876 1.6136 1.0541
C 1.5317 0.9665 2.3019
C 0.9337 1.5349 3.4686
C 0.8211 0.8570 4.6805
C 1.4052 -0.4188 4.8012
C 1.1772 -1.2676 5.9817
C 2.2572 -0.8821 3.7875
C 2.2327 -0.2868 2.5147
C 2.6360 -1.0956 1.2605
O 1.5223 -1.3648 0.4782
C 3.1752 -2.4912 1.6537
F 3.4315 -3.2172 0.5342
F 2.2595 -3.2350 2.3224
F 4.2943 -2.5247 2.4681
C 3.7049 -0.2905 0.4135
F 4.7752 -1.0276 0.0727
F 4.1705 0.8008 1.0415
F 3.1795 0.0956 -0.7667
C 1.4122 3.7382 -0.4341
C 1.3623 5.1396 -0.3777
C 1.2249 3.1378 -1.8112
O 0.8446 1.8019 -1.7149
C 2.5665 3.4819 -2.6233
F 3.6451 2.9278 -2.0555
F 2.8519 4.8252 -2.6012
F 2.6350 3.0569 -3.8875
C 0.0837 3.8972 -2.5520
F 0.3655 5.0849 -3.1193
F -0.4480 3.1081 -3.5124
F -0.9451 4.1689 -1.7212
H 1.9751 7.7138 1.7468
H 0.6256 7.6764 0.5823
H 2.2983 7.7100 -0.0249
H 2.4649 5.6426 2.8122
H 2.4391 3.1677 2.7443
H 0.4518 2.5001 3.3253
H 0.2058 1.2581 5.4970
H 0.5269 -0.7908 6.6968
H 2.1196 -1.5079 6.4746
H 0.7438 -2.2020 5.6584
H 2.8553 -1.7752 3.9805
H 1.1323 5.7292 -1.2943
N -1.8078 -1.9740 -1.1247
C -2.8413 -1.7659 -2.1518
C -3.3385 -0.3225 -2.2432
N -2.2345 0.6151 -2.1066
H -1.1995 -2.7547 -1.4005
H -2.1839 -2.2996 -0.2504
H -3.7557 -2.3599 -1.9174
H -2.4624 -2.1424 -3.1070
H -4.0874 -0.1470 -1.4506
H -3.8494 -0.2654 -3.2096
H -2.5530 1.5356 -1.8223
H -1.7684 0.7349 -3.0120
C 0.6950 -4.3494 -3.9247
C 0.9183 -4.6177 -2.5026
N 0.1362 -4.1723 -1.5048
C 0.5285 -4.7737 -0.3073
C 1.6369 -5.6216 -0.4374
S 2.2671 -5.5842 -2.0011
C -0.1473 -4.5984 0.9184
C 0.1595 -5.3796 2.0319
S -0.5653 -4.7994 3.4457
C -1.3626 -3.5795 2.4973
N -1.0508 -3.5425 1.1919
C -2.3186 -2.6074 3.0942
H -0.1799 -3.7008 -4.0897
H 0.5808 -5.3072 -4.4563
H 1.5551 -3.8508 -4.3505
H 2.0418 -6.1648 0.3966
H 0.8483 -6.2142 1.9877
H -1.9545 -2.3178 4.0924
H -3.2951 -3.0764 3.2051
H -2.3789 -1.7089 2.4706
C -6.7079 -0.8735 4.5708
C -5.7255 0.0166 3.8740
C -4.5290 0.3803 4.5007
C -3.6093 1.1719 3.8069
C -3.8487 1.4621 2.4704
C -5.1475 1.3228 1.9121
C -6.0675 0.5549 2.5860
S -2.5325 2.0848 1.3762
O -3.1748 2.5201 0.1239
O -1.7710 2.9999 2.2013
O -1.6478 0.8904 1.0481
H -6.2543 -1.3327 5.4417
H -7.0645 -1.6679 3.9106
H -7.5781 -0.3007 4.8721
H -4.2839 0.0636 5.5290
H -2.6945 1.5797 4.3101
H -5.3525 1.8179 0.9693
H -7.0383 0.3174 2.1586
C -0.0899 -0.7062 -4.4895
C 1.0518 -0.4962 -5.2317
C 2.3801 -0.5521 -4.6316
C 3.5335 -0.6057 -5.4110
C 3.4027 -0.5711 -6.8020
C 2.1808 -0.3452 -7.4276
C 1.0131 -0.3198 -6.6666
C 4.5599 -0.6864 -7.6427
N 5.4741 -0.7629 -8.3592
H 0.0191 -0.8571 -3.4193
H -1.1024 -0.6736 -4.9273
H 2.4835 -0.5775 -3.5509
H 4.5439 -0.6725 -4.9641
H 2.1125 -0.1736 -8.5124
H 0.0484 -0.1040 -7.1669